C4H5NO | wB97M-V/def2-TZVPD

ORCA input file:
```
! RIJCOSX wB97M-V def2-TZVPD def2/J DEFGRID3
* xyz 0 1
C 2.436 -0.186 -0.342
C 1.294 -0.371 -0.684
C -0.101 -0.034 -0.516
C -1.012 -0.936 0.267
N -0.269 1.204 -0.804
O -1.316 1.764 -0.033
H 3.416 0.046 0.005
H -1.086 -1.901 -0.238
H -0.600 -1.126 1.264
H -2.004 -0.499 0.368
H -0.757 2.039 0.712
*
```

Summary:
structure (SMILES) = C#C/C(C)=N/O
relative energy (zero: lowest compared OMol25 entry of this formula, charge and spin) = 441.5 kJ/mol
LUMO level = 0.696 eV
HOMO-LUMO gap = 10.3503 eV
maximum force = 0.71 eV/A

=====

C4H5NO | wB97M-V/def2-TZVPD

ORCA input file:
```
! RIJCOSX wB97M-V def2-TZVPD def2/J DEFGRID3
* xyz 0 1
C 0.640 0.972 1.198
C -0.383 0.543 0.262
C 0.130 0.071 -1.064
O -0.196 -1.346 -1.084
C -1.338 -1.665 -0.539
N -2.329 -2.070 -0.093
H 0.826 -0.059 1.593
H 1.607 1.348 0.834
H 0.250 1.529 2.052
H -0.414 0.578 -1.874
H 1.207 0.100 -1.284
*
```

Summary:
relative energy (zero: lowest compared OMol25 entry of this formula, charge and spin) = 500.0 kJ/mol
LUMO level = -0.837 eV
HOMO-LUMO gap = 8.2682 eV
maximum force = 1.02 eV/A

=====

C4H5NO | wB97M-V/def2-TZVPD

ORCA input file:
```
! RIJCOSX wB97M-V def2-TZVPD def2/J DEFGRID3
* xyz 0 1
N 0.909 -1.681 -0.670
C 0.263 -0.560 -0.236
C -0.890 0.150 -0.576
C -0.909 1.279 0.313
C 0.158 1.159 1.102
O 0.896 0.090 0.747
H 0.562 -2.181 -1.454
H 1.705 -2.049 -0.105
H -1.676 -0.123 -1.264
H -1.623 2.116 0.246
H 0.606 1.800 1.897
*
```

Summary:
structure (SMILES) = Nc1ccco1
relative energy (zero: lowest compared OMol25 entry of this formula, charge and spin) = 79.2 kJ/mol
LUMO level = 1.025 eV
HOMO-LUMO gap = 8.4563 eV
maximum force = 2.59 eV/A